{
  "formula": "C17H26O2",
  "method": "ωB97M-V/def2-TZVPD",
  "homo_lumo_gap_ha": 0.3277,
  "e_lumo_ev": -0.94,
  "charge": 0,
  "species": ["C", "C", "C", "C", "C", "C", "C", "C", "C", "C", "C", "C", "C", "C", "O", "C", "C", "C", "O", "H", "H", "H", "H", "H", "H", "H", "H", "H", "H", "H", "H", "H", "H", "H", "H", "H", "H", "H", "H", "H", "H", "H", "H", "H", "H"],
  "coordinates": [[-1.54587, 3.94889, 1.12878], [-2.41693, 2.60218, 1.04063], [-2.93018, 2.07837, 2.47619], [-1.76699, 1.52906, 3.41953], [-1.14619, 0.12355, 2.98130], [-2.21645, -1.00365, 2.60657], [-2.20329, -1.28645, 1.02584], [-1.09129, -2.35719, 0.56902], [-0.30649, -1.71712, -0.69973], [1.12209, -2.38522, -0.95715], [1.52911, -2.50265, -2.51123], [2.68928, -1.46551, -2.86944], [3.93241, -1.40206, -2.18583], [4.99206, -0.27918, -2.61340], [6.21704, -0.46692, -2.55100], [4.33433, 1.10907, -3.07603], [3.10156, 1.08175, -3.77576], [2.53537, -0.39357, -4.05263], [2.04407, -0.65577, -5.16361], [-1.99388, 4.68264, 0.37207], [-0.47622, 3.76309, 0.77567], [-1.58614, 4.46610, 2.13676], [-3.37528, 2.87741, 0.46645], [-1.90982, 1.79767, 0.41906], [-3.82115, 1.37363, 2.36591], [-3.35130, 3.01472, 2.99836], [-2.21341, 1.42864, 4.47186], [-0.92882, 2.29697, 3.44572], [-0.56158, -0.26805, 3.89226], [-0.35617, 0.28720, 2.16758], [-3.26554, -0.81453, 3.00215], [-1.86239, -1.98173, 3.09836], [-2.02968, -0.32949, 0.44135], [-3.23899, -1.66414, 0.74715], [-0.32603, -2.59337, 1.38079], [-1.57234, -3.35439, 0.27569], [-0.13825, -0.60836, -0.52022], [-1.03158, -1.80520, -1.57837], [1.90392, -1.77711, -0.39098], [1.09769, -3.44240, -0.53262], [0.66062, -2.33888, -3.22673], [1.93280, -3.55077, -2.66943], [4.17913, -2.12649, -1.35166], [4.82743, 2.09928, -2.84234], [2.56332, 2.00997, -4.13691]],
  "atomic_forces_ev_per_a": [[-0.22, -0.12, -1.09], [-1.17, 0.41, 0.28], [0.46, 1.00, -0.08], [-0.59, -0.35, -0.24], [0.14, 0.02, 1.09], [1.07, -0.66, -0.56], [-0.52, -0.54, 0.48], [0.35, 0.84, -0.61], [-0.22, -0.44, 0.39], [-0.68, -0.20, -0.26], [0.98, 0.56, -0.03], [2.22, 0.65, 0.81], [-2.04, 0.70, -1.77], [0.58, -0.25, 0.41], [-3.40, 0.69, -0.09], [-2.45, -0.52, -1.25], [2.66, -1.49, 1.90], [-0.65, 0.32, -1.30], [1.03, 0.42, 3.19], [0.72, -0.90, 1.07], [-1.33, 0.33, 0.83], [0.18, -0.86, -1.11], [1.38, -0.51, 0.74], [-0.45, 0.99, 0.95], [1.39, 0.67, 0.11], [0.51, -1.33, -0.73], [0.76, 0.13, -1.41], [-1.05, -0.86, 0.10], [-0.71, 0.69, -1.31], [-1.29, -0.38, 0.86], [1.39, 0.09, -0.54], [-0.65, 1.38, -0.63], [-0.30, -1.09, 0.85], [1.28, 0.39, 0.13], [-1.06, 0.49, -0.81], [0.69, 1.42, 0.34], [-0.33, -1.27, -0.14], [1.22, 0.08, 0.89], [-0.98, -0.97, -0.75], [0.11, 1.36, -0.47], [1.06, -0.21, 1.03], [-0.45, 1.29, -0.04], [-0.07, 0.98, -1.22], [-0.30, -1.51, -0.34], [0.74, -1.46, 0.31]]
}

{
  "formula": "C17H27AgAs3O9",
  "method": "ωB97M-V/def2-TZVPD",
  "homo_lumo_gap_ha": 0.3033,
  "e_lumo_ev": -3.38,
  "charge": 1,
  "species": ["Ag", "C", "O", "C", "O", "C", "C", "As", "C", "C", "C", "As", "C", "C", "O", "O", "C", "C", "O", "O", "C", "C", "O", "O", "C", "H", "H", "H", "H", "H", "H", "H", "H", "H", "H", "H", "H", "H", "H", "H", "H", "H", "H", "C", "As", "C", "C", "O", "H", "H", "H", "H", "H", "H", "H", "H", "H"],
  "coordinates": [[0.32484, 0.72436, 0.29605], [-4.49680, -1.05240, 3.81574], [-3.11683, -1.46692, 3.85725], [-2.30313, -0.81360, 3.04410], [-2.62316, 0.12900, 2.35580], [-0.87651, -1.26129, 3.10727], [-0.49542, -2.52924, 3.25547], [1.31620, -3.41727, 3.43717], [1.35480, -3.51298, 5.38563], [2.07916, -1.66568, 2.91627], [1.70053, -0.56647, 3.57987], [0.23364, 0.33488, 2.69779], [-0.42228, 1.73372, 3.85829], [1.68308, -0.52871, 5.07462], [0.74259, -0.19052, 5.74790], [2.88848, -0.82767, 5.56218], [3.00789, -0.72918, 6.99522], [2.24159, -1.71616, 1.42690], [1.34422, -1.88152, 0.63242], [3.49396, -1.62094, 0.98254], [4.60029, -1.56156, 1.90856], [-1.50202, -3.63711, 3.37115], [-1.44875, -4.46182, 4.24631], [-2.34093, -3.67272, 2.33907], [-3.29939, -4.74746, 2.38187], [-5.00250, -1.65814, 4.55951], [-4.90674, -1.22915, 2.82329], [-4.57549, 0.00480, 4.05776], [0.84580, -4.44802, 5.61350], [0.83457, -2.69996, 5.88391], [2.39411, -3.57580, 5.70320], [-0.80109, 1.32854, 4.79035], [-1.19453, 2.26404, 3.30624], [0.40989, 2.40642, 4.06257], [4.03844, -0.98226, 7.21906], [2.32383, -1.42280, 7.47996], [2.77931, 0.28427, 7.31745], [5.48680, -1.50689, 1.28539], [4.63012, -2.46532, 2.51566], [4.53213, -0.68363, 2.54566], [-3.90107, -4.63582, 1.48636], [-3.91274, -4.66210, 3.27680], [-2.78653, -5.70667, 2.38685], [0.58334, 0.12677, -4.60740], [0.82183, -0.42955, -2.79489], [-0.27190, -1.96293, -2.45152], [2.64760, -0.94414, -2.54062], [0.40524, 0.84851, -1.79775], [0.85165, -0.68239, -5.28468], [1.21913, 0.99088, -4.78970], [-0.45774, 0.40624, -4.75491], [-0.00594, -2.77145, -3.13138], [-1.31721, -1.69272, -2.58721], [-0.08886, -2.27230, -1.42329], [2.92167, -1.71479, -3.26020], [2.75135, -1.33154, -1.52885], [3.28101, -0.06960, -2.67699]],
  "atomic_forces_ev_per_a": [[0.00, -0.03, -0.08], [0.00, 0.00, 0.00], [-0.01, 0.01, 0.00], [0.04, 0.06, 0.12], [0.00, -0.04, -0.05], [-0.03, -0.06, -0.11], [-0.08, 0.16, 0.15], [-0.12, -0.10, 0.02], [-0.01, 0.02, 0.02], [0.05, -0.19, -0.10], [-0.03, 0.04, 0.12], [-0.03, 0.00, 0.09], [0.02, 0.03, -0.01], [0.11, 0.15, 0.00], [-0.03, -0.06, 0.01], [-0.04, -0.05, -0.04], [0.00, 0.00, 0.01], [0.16, 0.22, 0.01], [-0.05, -0.07, 0.01], [-0.04, 0.00, -0.03], [0.00, -0.02, -0.01], [0.13, -0.08, -0.25], [-0.04, 0.02, 0.08], [-0.03, -0.04, 0.04], [-0.01, 0.01, -0.01], [0.00, 0.00, 0.00], [0.00, 0.00, 0.00], [0.00, 0.00, 0.00], [0.01, 0.02, 0.02], [0.02, -0.02, -0.02], [0.00, 0.01, 0.02], [0.00, 0.00, -0.02], [0.00, -0.01, 0.02], [-0.01, 0.01, 0.01], [0.00, 0.00, 0.00], [0.00, 0.00, 0.00], [0.00, 0.00, 0.00], [-0.01, 0.00, 0.00], [0.01, 0.02, 0.01], [0.00, 0.01, 0.00], [0.00, 0.00, 0.00], [0.00, 0.00, -0.01], [0.00, 0.00, 0.00], [-0.01, 0.01, 0.00], [0.01, -0.02, 0.02], [0.03, -0.01, 0.01], [0.00, -0.01, -0.02], [0.01, 0.01, -0.02], [0.00, 0.00, 0.00], [0.00, 0.00, 0.00], [0.00, 0.00, 0.01], [0.00, 0.01, -0.01], [0.01, 0.01, 0.01], [-0.03, -0.01, 0.00], [-0.01, 0.01, -0.01], [0.02, 0.01, 0.01], [-0.01, 0.00, 0.01]]
}